--- one ---
{"formula": "C2H5NO", "method": "ωB97M-V/def2-TZVPD", "elements": ["C", "C", "N", "O", "H", "H", "H", "H", "H"], "xyz": [[-0.6066, 0.2017, -0.7940], [-0.6444, -0.3886, 0.5905], [0.1615, -1.4939, 0.7180], [-1.2584, -0.1814, 1.6028], [-1.0893, 1.1675, -0.8587], [0.4092, 0.4125, -1.0853], [-1.1280, -0.4959, -1.4696], [0.7815, -1.8385, -0.0274], [0.3341, -1.7735, 1.6486]], "homo_ha": -0.363, "gap_ev": 10.78, "charge": 0, "multiplicity": 1, "smiles": "CC(N)=O"}



--- two ---
{"formula": "C2H5NO", "method": "ωB97M-V/def2-TZVPD", "elements": ["C", "N", "O", "C", "H", "H", "H", "H", "H"], "xyz": [[-1.8629, 0.0951, -0.0095], [-0.6997, -0.4172, -0.0013], [0.2239, 0.5654, 0.0133], [1.5246, -0.0752, 0.0163], [-2.0873, 1.1814, 0.0460], [-2.6672, -0.6367, 0.0528], [2.1174, 0.5250, -0.7202], [1.4336, -1.0940, -0.4198], [2.0175, -0.1438, 1.0223]], "homo_ha": -0.353, "gap_ev": 10.86, "charge": 0, "multiplicity": 1, "smiles": "C=NOC"}



Quick look at relative energies in hartree: one 0.0000; two 0.0999.



--- one ---
{"formula": "C2H5NO", "method": "ωB97M-V/def2-TZVPD", "elements": ["C", "N", "H", "H", "H", "C", "O", "H", "H"], "xyz": [[-1.2822, 0.6946, -0.3662], [-1.2491, -0.5291, -0.6935], [-0.3630, 1.1470, -0.0079], [-2.1678, 1.3311, -0.4057], [-2.1625, -0.8228, -1.0457], [1.8046, -0.4851, 0.6329], [2.0728, 0.6640, 0.8761], [2.5331, -1.1250, 0.1136], [0.8141, -0.8748, 0.8964]], "homo_ha": -0.365, "gap_ev": 11.06, "charge": 0, "multiplicity": 1, "smiles": "C=N.C=O"}



--- two ---
{"formula": "C2H5NO", "method": "ωB97M-V/def2-TZVPD", "elements": ["C", "N", "C", "O", "H", "H", "H", "H", "H"], "xyz": [[-1.0961, 0.0583, 0.4227], [0.0884, 0.2364, -0.4852], [1.3069, -0.2526, -0.1813], [1.5277, -1.1178, 0.6436], [-0.7555, -0.1935, 1.4395], [-1.6145, 1.0375, 0.5123], [-1.2706, -0.7501, -0.2934], [-0.0795, 0.7453, -1.3389], [2.0951, 0.3056, -0.7067]], "homo_ha": -0.350, "gap_ev": 10.38, "charge": 0, "multiplicity": 1, "smiles": "CNC=O"}



--- three ---
{"formula": "C2H5NO", "method": "ωB97M-V/def2-TZVPD", "elements": ["C", "C", "N", "O", "H", "H", "H", "H", "H"], "xyz": [[-1.1264, 0.0086, -0.0039], [0.2915, 0.5353, -0.1194], [1.2701, -0.3969, 0.0888], [0.5489, 1.6948, -0.3825], [-1.3798, -0.1684, 1.0477], [-1.2454, -0.9339, -0.5486], [-1.8091, 0.7568, -0.4091], [2.2256, -0.0750, 0.1106], [1.0641, -1.3256, 0.4184]], "homo_ha": -0.362, "gap_ev": 10.74, "charge": 0, "multiplicity": 1, "smiles": "CC(N)=O"}



Quick look at relative energies in hartree: one 0.0857; two 0.0672; three 0.0000.



--- one ---
{"formula": "C5H7NO", "method": "ωB97M-V/def2-TZVPD", "elements": ["O", "C", "C", "C", "C", "C", "N", "H", "H", "H", "H", "H", "H", "H"], "xyz": [[2.4183, -0.3911, 1.2319], [2.2876, -0.1983, -0.1578], [1.0397, -0.7108, -0.7002], [-0.1448, -1.0207, -0.8142], [-0.9059, 0.0988, -0.1931], [-2.2883, 0.5389, -0.3883], [-1.8759, -0.0914, 0.8729], [1.7607, 0.1515, 1.6897], [2.4017, 0.8676, -0.4253], [3.0857, -0.7453, -0.6519], [-0.2240, 0.9272, 0.0112], [-2.9518, 0.0191, -1.0672], [-2.4180, 1.6149, -0.3117], [-2.1849, -1.0605, 0.9041]], "homo_ha": -0.338, "gap_ev": 9.73, "charge": 0, "multiplicity": 1, "smiles": "OCC#C[C@H]1CN1"}



--- two ---
{"formula": "C5H7NO", "method": "ωB97M-V/def2-TZVPD", "elements": ["C", "C", "C", "N", "C", "C", "H", "H", "H", "H", "H", "O", "H", "H"], "xyz": [[2.5875, -0.0344, -0.1771], [1.8224, -1.1631, -0.0848], [0.4978, -1.0324, 0.1431], [-0.0629, 0.0552, 0.4475], [0.6605, 1.1514, 0.2890], [2.0054, 1.2391, -0.1400], [3.6777, -0.2218, -0.4948], [2.3147, -2.0942, -0.2768], [-0.2105, -1.8284, 0.2852], [0.0381, 2.0551, 0.3271], [2.5577, 2.0716, -0.6502], [-5.5254, 0.1098, -0.2652], [-5.8055, -0.1584, 0.6961], [-4.5577, -0.1494, -0.0992]], "homo_ha": -0.359, "gap_ev": 10.55, "charge": 0, "multiplicity": 1, "smiles": "c1ccncc1.O"}



--- three ---
{"formula": "C5H7NO", "method": "ωB97M-V/def2-TZVPD", "elements": ["C", "C", "C", "O", "C", "C", "N", "H", "H", "H", "H", "H", "H", "H"], "xyz": [[0.5773, 0.5200, 1.5986], [0.1150, 0.5554, 0.1794], [-0.0414, 1.5846, -0.6617], [-0.5095, 1.1844, -1.8891], [-0.7731, -0.1594, -1.9260], [-0.3016, -0.6094, -0.6236], [-0.6753, -1.8411, -0.0517], [0.7665, 1.5260, 1.9834], [1.5037, -0.0581, 1.7012], [-0.1785, 0.0428, 2.2322], [0.1400, 2.6467, -0.5549], [0.5102, -0.7276, -1.5242], [0.0942, -2.3455, 0.3707], [-1.1432, -2.4254, -0.7353]], "homo_ha": -0.328, "gap_ev": 9.63, "charge": 0, "multiplicity": 1}



--- four ---
{"formula": "C5H7NO", "method": "ωB97M-V/def2-TZVPD", "elements": ["C", "C", "C", "C", "N", "O", "C", "H", "H", "H", "H", "H", "H", "H"], "xyz": [[1.8221, 0.0974, 0.8897], [0.4146, -0.1132, 0.3884], [-0.5238, 0.9384, 0.1465], [-1.5287, 0.5284, -0.7341], [-2.6073, 0.9761, -1.2033], [-1.0671, -0.9396, -1.0999], [0.0460, -1.1733, -0.5124], [2.3359, -0.8487, 1.0841], [2.3925, 0.6661, 0.1521], [1.7971, 0.6741, 1.8162], [-0.5060, 1.9097, 0.6120], [-3.0524, 0.4364, -1.9331], [-0.0571, -0.9999, 1.0541], [0.5448, -2.1338, -0.6193]], "homo_ha": -0.263, "gap_ev": 7.45, "charge": 0, "multiplicity": 1}



Quick look at relative energies in hartree: one 0.1400; two 0.0000; three 0.0751; four 0.0693.



--- one ---
{"formula": "C5H7NO", "method": "ωB97M-V/def2-TZVPD", "elements": ["C", "C", "N", "C", "C", "C", "O", "H", "H", "H", "H", "H", "H", "H"], "xyz": [[0.9253, -0.7503, 1.1882], [0.6670, -1.7585, 0.0740], [0.2478, -1.2450, -1.2451], [-0.0664, -0.0526, -1.2409], [-0.4652, 1.1319, -0.9009], [-1.5196, 2.0596, -0.6355], [-0.1615, 2.4659, -0.9641], [1.2919, -1.3296, 2.0376], [0.0306, -0.2063, 1.5099], [1.6867, -0.0094, 0.9173], [-0.1258, -2.4483, 0.3864], [1.5677, -2.3527, -0.0973], [-2.2520, 2.2316, -1.4185], [-1.8265, 2.2636, 0.3889]], "homo_ha": -0.312, "gap_ev": 9.43, "charge": 0, "multiplicity": 1, "smiles": "CCN=C=C1CO1"}



--- two ---
{"formula": "C5H7NO", "method": "ωB97M-V/def2-TZVPD", "elements": ["C", "C", "C", "C", "C", "H", "H", "H", "H", "H", "H", "H", "N", "O"], "xyz": [[0.2740, 0.6774, 0.5985], [0.5588, 0.4639, -0.6761], [0.7249, -1.0428, -0.6881], [-0.6266, -1.2769, 0.0976], [-1.1164, 0.1986, 0.3056], [1.0799, 1.4322, -1.0890], [1.8261, -1.5537, -0.6588], [0.5171, -1.0525, -1.7907], [-1.2301, -2.0178, -0.4786], [-0.4256, -1.7368, 1.2381], [-2.1521, 0.5169, 0.7496], [-1.2834, 0.1692, -1.8680], [-0.8650, 0.6459, -0.9704], [1.1045, 0.7000, 1.6082]], "homo_ha": -0.340, "gap_ev": 9.80, "charge": 0, "multiplicity": 1}



Quick look at relative energies in hartree: one 0.0000; two 0.0699.